(1)
ORCA calculation (ωB97M-V/def2-TZVPD) on a 13-piece molecular cluster, C34H78O21S9 overall.

Calculated values
- LUMO level: -0.1 eV
- Charge: 0
- Orbital gap: 7.81 eV

Element x y z (Å)
C  2.423  -1.139  7.426
C  1.324  -1.823  6.617
C  -0.018  -1.600  7.239
O  -0.748  -1.066  6.124
C  0.034  -0.672  5.093
O  -0.328  -0.013  4.142
O  1.217  -1.025  5.310
H  2.811  -1.557  8.355
H  2.204  -0.081  7.566
H  3.364  -1.211  6.881
H  1.680  -2.836  6.430
H  0.059  -0.982  8.134
H  -0.326  -2.596  7.556
C  -6.228  2.063  0.866
C  -5.195  1.314  0.025
C  -5.515  1.463  -1.502
O  -4.289  1.692  -2.023
C  -3.367  1.979  -1.055
O  -2.198  2.224  -1.188
O  -3.941  1.949  0.140
H  -5.757  2.171  1.843
H  -7.227  1.628  0.896
H  -6.383  3.041  0.410
H  -5.049  0.254  0.232
H  -6.346  2.140  -1.701
H  -6.015  0.506  -1.647
C  0.377  -1.768  -0.947
C  -0.042  -0.392  -0.604
C  0.069  -0.078  0.891
O  0.825  1.119  1.059
C  1.358  1.413  -0.121
O  2.105  2.348  -0.411
O  0.943  0.509  -1.148
H  -0.275  -2.414  -0.360
H  1.334  -2.157  -0.601
H  0.264  -1.732  -2.031
H  -0.942  -0.006  -1.082
H  0.609  -0.785  1.522
H  -0.891  0.114  1.371
C  2.811  5.488  0.470
C  2.793  6.632  -0.510
C  3.509  7.896  0.026
O  4.368  8.275  -1.026
C  4.507  7.209  -1.932
O  5.266  7.161  -2.890
O  3.705  6.129  -1.530
H  2.369  5.856  1.396
H  3.838  5.133  0.553
H  2.097  4.674  0.345
H  1.795  6.875  -0.873
H  4.180  7.595  0.830
H  2.765  8.616  0.368
C  -0.431  -7.763  -1.747
S  -1.130  -6.110  -1.263
O  -0.521  -5.916  0.119
C  0.087  -5.078  -2.256
H  -1.163  -8.419  -1.275
H  0.474  -7.885  -1.153
H  -0.411  -7.990  -2.813
H  -0.522  -4.397  -2.852
H  0.678  -5.744  -2.884
H  0.756  -4.499  -1.619
C  5.120  1.461  1.183
S  5.444  0.211  2.490
O  6.783  0.583  3.194
C  3.989  0.702  3.517
H  5.979  1.541  0.517
H  5.051  2.499  1.508
H  4.171  1.262  0.684
H  3.510  1.625  3.192
H  4.226  0.640  4.579
H  3.212  0.004  3.204
C  -2.944  -3.314  -0.775
S  -4.763  -3.310  -0.058
O  -5.555  -2.211  -0.710
C  -4.449  -2.927  1.753
H  -2.761  -2.278  -1.061
H  -2.897  -3.813  -1.743
H  -2.228  -3.721  -0.062
H  -5.378  -2.939  2.322
H  -3.929  -1.985  1.932
H  -3.773  -3.682  2.156
C  0.700  -3.835  3.203
S  0.183  -4.687  4.788
O  -1.329  -4.870  4.578
C  1.064  -6.355  4.547
H  0.421  -4.399  2.313
H  1.780  -3.696  3.240
H  0.351  -2.805  3.116
H  1.993  -6.220  3.993
H  0.556  -7.046  3.875
H  1.105  -6.962  5.451
C  -4.699  -1.079  -4.041
S  -3.089  -0.193  -4.232
O  -2.041  -0.877  -3.322
C  -2.835  -0.868  -5.896
H  -4.700  -2.098  -4.429
H  -5.431  -0.409  -4.492
H  -4.825  -1.171  -2.963
H  -3.767  -0.644  -6.415
H  -2.729  -1.950  -5.807
H  -1.969  -0.422  -6.386
C  0.416  2.200  -4.148
S  -0.209  3.558  -3.065
O  -1.277  4.374  -3.841
C  1.300  4.643  -2.945
H  1.324  1.713  -3.792
H  0.526  2.432  -5.207
H  -0.341  1.432  -3.992
H  1.855  4.342  -2.057
H  1.007  5.685  -2.818
H  1.754  4.776  -3.927
C  1.256  -3.048  -4.943
S  0.963  -2.332  -6.595
O  -0.487  -2.607  -6.964
C  1.009  -0.560  -5.983
H  2.072  -2.489  -4.485
H  1.543  -4.097  -5.004
H  0.278  -2.934  -4.475
H  1.850  -0.273  -5.350
H  0.127  -0.258  -5.420
H  0.921  -0.005  -6.917
C  4.872  1.038  -2.701
S  4.846  1.731  -4.412
O  3.497  1.342  -5.037
C  4.767  3.536  -4.037
H  5.163  0.001  -2.536
H  3.943  1.264  -2.177
H  5.681  1.552  -2.181
H  5.720  3.817  -3.587
H  3.853  3.825  -3.519
H  4.747  4.235  -4.873
C  -3.799  0.897  6.428
S  -4.544  1.300  4.778
O  -5.517  2.494  4.881
C  -3.130  1.951  3.764
H  -4.239  -0.009  6.845
H  -3.993  1.735  7.097
H  -2.729  0.793  6.247
H  -2.610  2.543  4.517
H  -3.356  2.603  2.920
H  -2.343  1.302  3.380

Atom charges from the Mulliken analysis, given in e for atoms 1 to 6:
1 C -1.609
2 C 0.660
3 C -0.421
4 O -0.290
5 C 0.542
6 O -0.489

(2)
ORCA calculation (ωB97M-V/def2-TZVPD) on C34H79F3N9O10STl as an isolated structure.

Calculated values
- LUMO level: -11.3 eV
- Charge: +2
- Orbital gap: 1.57 eV

Element x y z (Å)
Tl  -0.561  4.689  2.857
C  -0.534  0.000  -0.002
F  -0.781  0.540  -1.186
F  -1.596  -0.079  0.827
F  -0.052  -1.221  -0.171
S  0.830  1.073  0.964
O  0.322  2.422  1.276
O  1.185  0.294  2.232
O  2.037  1.151  0.138
C  -0.184  -3.600  -2.922
C  -0.488  -4.167  -1.532
N  -1.917  -4.493  -1.288
C  -2.274  -3.657  -0.078
C  -3.782  -3.609  0.088
C  -2.095  -5.892  -0.869
C  -1.777  -6.983  -1.911
H  -0.690  -2.661  -3.146
H  -0.602  -4.393  -3.542
H  0.883  -3.448  -3.085
H  0.159  -5.045  -1.511
H  0.055  -3.657  -0.737
H  -1.901  -4.040  0.872
H  -1.857  -2.685  -0.340
H  -3.834  -2.753  0.760
H  -4.360  -3.353  -0.800
H  -4.337  -4.397  0.596
H  -3.175  -5.863  -0.730
H  -1.592  -6.062  0.084
H  -2.281  -7.938  -1.760
H  -0.718  -7.234  -1.841
H  -2.005  -6.629  -2.916
C  -0.259  0.698  -5.840
C  0.765  0.263  -4.750
N  1.880  -0.435  -5.374
C  1.499  -1.770  -5.950
C  2.416  -2.046  -7.143
C  2.950  -0.613  -4.432
C  3.534  0.581  -3.736
H  0.191  1.207  -6.692
H  -1.036  1.263  -5.326
H  -0.811  -0.183  -6.167
H  1.199  1.256  -4.629
H  0.341  -0.169  -3.844
H  1.500  -2.526  -5.165
H  0.488  -1.733  -6.355
H  3.499  -1.996  -7.029
H  2.177  -2.952  -7.700
H  2.242  -1.278  -7.897
H  3.655  -1.118  -5.093
H  2.711  -1.378  -3.693
H  3.560  1.413  -4.440
H  4.563  0.395  -3.430
H  2.922  0.751  -2.850
C  2.927  6.270  -0.136
C  2.195  4.953  -0.147
O  1.101  4.928  0.415
N  2.624  3.905  -0.849
C  3.944  3.665  -1.419
H  2.394  7.069  0.378
H  3.134  6.697  -1.117
H  3.932  6.193  0.279
H  2.054  3.072  -0.868
H  4.653  3.984  -0.655
H  4.019  4.117  -2.408
H  4.322  2.653  -1.566
C  -3.430  0.444  3.165
C  -3.585  1.958  3.295
O  -2.733  2.731  2.863
N  -4.677  2.532  3.876
C  -5.599  1.840  4.677
H  -2.495  0.207  3.674
H  -3.399  0.374  2.078
H  -4.249  -0.170  3.538
H  -4.763  3.532  3.991
H  -6.319  1.273  4.087
H  -6.197  2.558  5.239
H  -5.212  1.138  5.416
C  0.854  0.482  5.091
C  -0.289  1.436  5.440
O  -0.388  2.567  4.978
N  -1.085  0.892  6.422
C  -2.257  1.542  7.051
H  0.655  -0.433  4.533
H  1.410  0.215  5.989
H  1.618  1.040  4.550
H  -0.986  -0.100  6.585
H  -1.806  1.874  7.986
H  -2.992  0.749  7.192
H  -2.641  2.395  6.491
C  -4.340  -4.611  -3.733
C  -4.442  -3.125  -3.647
O  -5.341  -2.582  -4.277
N  -3.417  -2.507  -3.096
C  -3.263  -1.066  -3.261
H  -5.087  -5.028  -3.059
H  -3.311  -4.906  -3.526
H  -4.652  -4.731  -4.771
H  -2.819  -3.131  -2.573
H  -3.566  -0.774  -4.266
H  -2.239  -0.720  -3.113
H  -3.796  -0.510  -2.490
C  -4.157  2.952  -0.486
C  -2.676  3.368  -0.651
O  -2.044  3.953  0.303
N  -2.194  3.340  -1.904
C  -1.050  3.846  -2.500
H  -4.358  2.358  -1.377
H  -4.741  3.862  -0.352
H  -4.219  2.332  0.409
H  -2.787  2.791  -2.509
H  -1.249  4.702  -3.144
H  -0.613  3.134  -3.200
H  -0.325  4.295  -1.822
C  5.249  -3.275  3.906
C  4.038  -3.505  4.734
O  4.104  -4.284  5.672
N  2.934  -2.763  4.515
C  2.629  -1.912  3.341
H  5.216  -2.248  3.542
H  5.293  -3.751  2.926
H  6.102  -3.360  4.579
H  2.276  -2.856  5.275
H  1.553  -1.787  3.221
H  3.219  -2.162  2.459
H  3.077  -0.933  3.508
C  3.939  1.933  3.212
C  3.313  3.330  3.389
O  2.087  3.561  3.396
N  4.005  4.445  3.349
C  5.444  4.478  3.134
H  3.672  1.389  2.306
H  3.708  1.220  4.003
H  5.029  1.960  3.229
H  3.465  5.293  3.248
H  5.750  4.099  2.159
H  5.944  3.869  3.887
H  5.838  5.494  3.152

Atom charges from the Mulliken analysis, given in e for atoms 1 to 6:
1 Tl 1.126
2 C -0.068
3 F 0.041
4 F -0.126
5 F -0.151
6 S 0.882

(3)
ORCA calculation (ωB97M-V/def2-TZVPD) on a 7-piece molecular cluster, C34H80FNO17S overall.

Calculated values
- LUMO level: 0.4 eV
- SMILES: CCN[C@H]1C[C@](O)(COC)S(=O)(=O)O[C@@H]1[C@H](C)F.COCCOC.COCCOC.COCCOC.COCCOC.COCCOC.COCCOC
- Charge: 0
- Orbital gap: 9.46 eV

Element x y z (Å)
C  -4.996  -1.083  -6.323
C  -5.611  -2.000  -5.199
N  -4.836  -3.233  -4.935
C  -3.503  -2.943  -4.364
C  -3.584  -2.966  -2.792
C  -2.165  -2.917  -2.073
O  -2.277  -3.064  -0.675
C  -1.332  -1.639  -2.426
O  -1.854  -0.456  -1.836
C  -0.860  0.558  -2.106
S  -1.216  -4.345  -2.806
O  0.188  -4.278  -2.346
O  -1.887  -5.633  -2.521
O  -1.191  -3.991  -4.437
C  -2.529  -4.041  -4.971
C  -2.406  -3.763  -6.513
C  -1.621  -4.904  -7.268
F  -1.701  -2.546  -6.610
H  -4.001  -1.478  -6.655
H  -4.846  -0.062  -5.893
H  -5.630  -1.012  -7.235
H  -5.851  -1.434  -4.256
H  -6.611  -2.339  -5.582
H  -5.345  -3.703  -4.183
H  -3.085  -1.955  -4.659
H  -4.072  -3.903  -2.409
H  -4.112  -2.046  -2.428
H  -3.200  -2.850  -0.485
H  -0.299  -1.801  -2.013
H  -1.277  -1.540  -3.537
H  0.132  0.285  -1.659
H  -1.139  1.541  -1.672
H  -0.790  0.627  -3.222
H  -2.923  -5.068  -4.793
H  -3.408  -3.698  -6.994
H  -2.271  -5.436  -8.006
H  -1.230  -5.603  -6.493
H  -0.797  -4.427  -7.845
C  1.349  -2.641  0.023
O  1.917  -1.351  -0.186
C  2.029  -0.607  1.019
C  3.456  -0.601  1.538
O  3.854  -1.895  1.975
C  4.692  -2.548  1.032
H  1.466  -3.215  -0.892
H  1.847  -3.174  0.837
H  0.280  -2.547  0.243
H  1.340  -0.990  1.778
H  1.735  0.422  0.786
H  3.512  0.060  2.409
H  4.145  -0.216  0.780
H  5.681  -2.076  1.026
H  4.266  -2.523  0.027
H  4.805  -3.588  1.339
C  5.827  -3.285  4.711
O  7.081  -3.500  4.078
C  7.734  -2.282  3.741
C  8.848  -1.962  4.722
O  8.330  -1.651  6.011
C  8.466  -2.727  6.926
H  5.478  -4.240  5.106
H  5.908  -2.575  5.538
H  5.097  -2.921  3.981
H  7.017  -1.457  3.684
H  8.170  -2.420  2.746
H  9.382  -1.073  4.371
H  9.566  -2.785  4.779
H  9.517  -2.843  7.210
H  8.092  -3.665  6.510
H  7.889  -2.489  7.819
C  -3.872  5.437  -5.004
O  -3.070  6.086  -4.030
C  -3.068  5.400  -2.784
C  -1.785  4.610  -2.590
O  -1.703  3.523  -3.505
C  -0.824  3.792  -4.586
H  -3.676  5.904  -5.970
H  -3.636  4.372  -5.077
H  -4.932  5.566  -4.762
H  -3.942  4.748  -2.694
H  -3.133  6.162  -2.001
H  -1.786  4.180  -1.583
H  -0.910  5.260  -2.677
H  0.214  3.776  -4.237
H  -1.039  4.756  -5.052
H  -0.953  3.007  -5.331
C  -1.512  -1.058  2.822
O  -2.609  -0.612  3.605
C  -3.376  -1.689  4.129
C  -3.067  -1.926  5.597
O  -1.744  -2.415  5.775
C  -0.849  -1.412  6.228
H  -0.871  -0.199  2.617
H  -0.923  -1.816  3.345
H  -1.871  -1.461  1.869
H  -3.217  -2.602  3.547
H  -4.429  -1.406  4.032
H  -3.745  -2.694  5.980
H  -3.228  -1.014  6.180
H  -1.061  -1.166  7.274
H  -0.913  -0.508  5.618
H  0.164  -1.808  6.161
C  -9.634  7.324  -8.694
O  -8.837  7.971  -7.715
C  -8.835  7.281  -6.471
C  -7.550  6.494  -6.277
O  -7.462  5.410  -7.194
C  -6.582  5.682  -8.273
H  -9.436  7.797  -9.656
H  -9.396  6.261  -8.771
H  -10.696  7.448  -8.454
H  -9.707  6.626  -6.385
H  -8.904  8.040  -5.686
H  -7.552  6.060  -5.272
H  -6.676  7.148  -6.359
H  -5.544  5.668  -7.922
H  -6.799  6.646  -8.739
H  -6.708  4.897  -9.019
C  7.591  -0.147  9.205
O  8.387  -0.785  10.194
C  9.676  -0.197  10.319
C  9.760  0.698  11.543
O  8.941  1.853  11.399
C  7.730  1.753  12.130
H  6.571  -0.520  9.298
H  7.579  0.938  9.335
H  7.966  -0.394  8.208
H  9.941  0.358  9.414
H  10.391  -1.018  10.433
H  10.791  1.050  11.652
H  9.497  0.143  12.449
H  7.932  1.844  13.203
H  7.214  0.811  11.932
H  7.083  2.577  11.827

Atom charges from the Mulliken analysis, given in e for atoms 1 to 6:
1 C -0.815
2 C -0.298
3 N -0.254
4 C 0.346
5 C -1.839
6 C 0.703